C5H12O2 in the gas phase at a distorted geometry, computed with ωB97M-V with the def2-TZVPD basis set.

Its LUMO energy is 0.75 eV. As for the SMILES: CC[C@@H](O)CCO. The value obtained for the gap between HOMO and LUMO is 10.599 eV.

```
! wB97M-V def2-TZVPD RIJCOSX def2/J DEFGRID3
* xyz 0 1
C 0.2473 1.8135 1.7860
C -0.5392 0.5100 1.5217
C 0.1352 -0.3869 0.5057
O -0.2346 -1.7287 0.7320
C -0.3071 0.1247 -0.8503
C 0.3336 -0.7327 -1.9909
O -0.2595 -2.0306 -1.9963
H -0.4706 2.6002 2.0094
H 0.9601 1.7839 2.6277
H 0.8294 2.1306 0.9089
H -1.5911 0.7060 0.9585
H -0.6803 -0.0511 2.4602
H 1.2281 -0.2498 0.5190
H -0.4383 -2.1278 -0.1302
H 0.0735 1.1478 -0.9825
H -1.4802 0.3360 -0.6173
H 1.4385 -0.8581 -1.8696
H 0.2143 -0.2380 -2.9624
H 0.3209 -2.6509 -2.4560
*
```

natural (NBO) population analysis, charges in e, atoms 1 to 5: atom 1 (C): -0.623, atom 2 (C): -0.395, atom 3 (C): 0.082, atom 4 (O): -0.737, atom 5 (C): -0.451